Arrangement i

Entry from the OMol25 dataset: a 2-piece molecular cluster, C4H13N3O overall (ωB97M-V with the def2-TZVPD basis set).

Positions of all 21 atoms, in Å:
C -2.14394 -0.56004 -0.86352
C -1.52124 -1.72057 -0.03188
C -0.35018 -1.27740 0.84831
N 1.46605 0.64166 -0.38345
C 1.56592 -0.74244 -0.45185
N 0.84462 -1.62790 0.09821
N -2.37932 0.57319 0.09510
H -3.05931 -0.82949 -1.34962
H -1.28434 -0.29683 -1.55823
H -2.36328 -2.09779 0.55634
H -1.27572 -2.64623 -0.56429
H -0.37039 -1.62756 1.88891
H -0.36165 -0.20082 1.04132
H 2.19217 1.32548 -0.40230
H 0.79515 0.87945 0.33873
H 2.53520 -0.99770 -0.88754
H -3.36895 0.75948 -0.03418
H -1.74574 1.33946 -0.09733
H 3.41730 3.59198 0.11118
H 4.10318 2.77602 1.09325
O 3.30448 2.73805 0.55285

Computed properties:
Molar mass (g mol⁻¹): 119.2
Gap between HOMO and LUMO (Ha): 0.3320
HOMO energy (eV): -8.589
Lowest unoccupied orbital energy (eV): 0.44
Charge: 0

Arrangement ii

Entry from the OMol25 dataset: a 2-piece molecular cluster, C4H13N3O overall (ωB97M-V with the def2-TZVPD basis set).

Positions of all 21 atoms, in Å:
C -2.34638 0.11366 -0.19147
C -2.04810 -1.38618 -0.24754
N -2.05055 0.59303 1.14325
O -1.68035 0.81995 -1.20459
H -0.70554 0.72756 -1.05693
H -3.41519 0.28166 -0.37417
H -2.29106 1.57504 1.22009
H -1.05295 0.50865 1.31771
H -2.22366 -1.75811 -1.25283
H -2.69034 -1.91126 0.45248
H -1.01055 -1.56436 0.02654
C 1.86571 1.56427 0.25014
N 3.01019 -1.13066 -0.15080
C 1.11480 0.44750 -0.40572
N 1.68594 -0.69691 -0.49227
H 3.49685 -0.39065 0.34371
H 2.96598 -1.96162 0.43207
H 1.21044 -1.44460 -0.98725
H 2.48058 2.04004 -0.51502
H 2.52133 1.26310 1.07412
H 1.16283 2.30989 0.61847

Computed properties:
Molar mass (g mol⁻¹): 119.2
Gap between HOMO and LUMO (Ha): 0.3381
HOMO energy (eV): -8.571
Lowest unoccupied orbital energy (eV): 0.63
Charge: 0

The least stable of them is arrangement ii.

Arrangement i

Entry from the OMol25 dataset: a 2-piece molecular cluster, C4H13N3O overall (ωB97M-V with the def2-TZVPD basis set).

Positions of all 21 atoms, in Å:
C 3.32498 -0.44594 0.31567
C 2.33850 0.31602 -0.61865
C 0.90218 -0.14233 -0.33222
N 0.28922 0.57492 0.78037
C -1.07163 0.86439 0.80504
N -1.72809 0.93572 -0.44774
N -1.66777 0.88242 1.92319
H 2.89163 -0.65852 1.29387
H 3.66101 -1.35676 -0.17669
H 4.20298 0.19519 0.45416
H 2.54601 1.37475 -0.72404
H 2.59054 -0.10330 -1.59261
H 0.97613 -1.20848 -0.08105
H 0.25908 -0.10711 -1.20688
H 0.71284 0.51882 1.68232
H -1.10013 1.26379 -1.17734
H -2.51036 1.57445 -0.37354
H -2.67685 0.80236 1.89543
H -2.72867 -1.63316 -1.99215
H -2.22467 -3.06236 -2.23735
O -2.25329 -2.37437 -1.59334

Computed properties:
Molar mass (g mol⁻¹): 119.2
Gap between HOMO and LUMO (Ha): 0.3338
HOMO energy (eV): -8.336
Lowest unoccupied orbital energy (eV): 0.75
Charge: 0

Arrangement ii

Entry from the OMol25 dataset: a 2-piece molecular cluster, C4H13N3O overall (ωB97M-V with the def2-TZVPD basis set).

Positions of all 21 atoms, in Å:
C -0.41155 -0.98712 1.03038
C -0.67329 0.42018 0.43834
N -0.97225 0.11484 -1.21506
N -1.57433 -1.81256 0.73707
N -0.13532 -0.89679 2.45955
O -1.53172 1.16022 0.93802
H 0.46105 -1.43936 0.54633
H -1.25898 -0.85768 -1.29077
H -1.72270 0.73494 -1.49918
H -1.49774 -2.69247 1.23670
H -2.40209 -1.33081 1.08012
H 0.76770 -0.46530 2.62584
H -0.83814 -0.29330 2.88595
C 1.68719 0.96375 -2.02882
C 1.85125 1.31085 -0.71539
H -0.05545 0.34865 -1.76810
H 2.10572 0.04122 -2.40916
H 1.46841 1.71801 -2.77312
H 2.48866 0.71146 -0.07674
H 1.80892 2.35246 -0.42012
H 0.43465 0.89880 0.21816

Computed properties:
Molar mass (g mol⁻¹): 119.2
Gap between HOMO and LUMO (Ha): 0.3070
HOMO energy (eV): -7.708
Lowest unoccupied orbital energy (eV): 0.65
Charge: 0

The least stable of them is arrangement ii.